# 1
{"formula": "C27H46BrNP2STi", "method": "wB97M-V/def2-TZVPD", "symbols": ["N", "C", "C", "C", "C", "C", "C", "Ti", "P", "C", "C", "C", "C", "C", "C", "C", "Br", "H", "H", "H", "H", "H", "H", "H", "H", "H", "H", "P", "C", "C", "H", "H", "H", "H", "H", "C", "C", "H", "H", "H", "H", "H", "C", "C", "H", "H", "H", "H", "H", "C", "C", "H", "H", "H", "H", "H", "C", "C", "H", "H", "H", "H", "H", "C", "C", "H", "H", "H", "H", "H", "C", "S", "C", "H", "H", "H", "H", "H", "H"], "coordinates": [[0.236492, -7.122980, -1.434470], [1.383355, -6.547403, -1.101239], [1.426000, -5.316671, -0.420505], [0.233250, -4.652490, -0.049202], [-0.965534, -5.319236, -0.358605], [-0.902153, -6.548397, -1.075533], [0.252446, -3.288461, 0.588739], [-0.775544, -1.293922, 0.247578], [-2.492490, 1.437715, 1.208724], [-0.813734, -2.830296, 1.459536], [-0.512889, -2.376821, 2.844199], [-1.266032, -1.339596, 3.401141], [-0.957774, -0.788819, 4.643486], [0.111336, -1.318040, 5.395979], [0.843423, -2.395661, 4.859594], [0.532776, -2.929949, 3.607210], [0.550878, -0.538575, 6.952684], [1.279299, -3.135822, 0.931218], [-1.892045, -3.012632, 1.192380], [2.394543, -4.865559, -0.231006], [-1.935467, -4.895605, -0.094268], [2.304094, -7.050919, -1.418552], [-1.810180, -7.051497, -1.372248], [-2.108284, -0.963692, 2.820105], [1.084617, -3.786001, 3.209431], [-1.526335, 0.052901, 5.032391], [1.640994, -2.820719, 5.451456], [-2.046393, -0.967319, -1.909172], [-2.431574, 1.976601, 2.993177], [-3.477202, 2.983286, 3.467516], [-1.441976, 2.414668, 3.188173], [-2.465815, 1.054234, 3.580837], [-3.284698, 3.222232, 4.523238], [-3.377891, 3.920038, 2.899611], [-4.514431, 2.627004, 3.404387], [-3.805277, 0.152004, 1.365142], [-5.197850, 0.808953, 1.397056], [-3.702155, -0.461720, 2.265736], [-3.707400, -0.532086, 0.511722], [-5.968934, 0.065175, 1.147639], [-5.451285, 1.200106, 2.391728], [-5.276800, 1.632564, 0.673488], [-0.693508, 1.152078, 1.038204], [-0.030351, 2.536361, 0.773631], [-0.457255, 0.534596, 0.096315], [-0.272499, 0.696057, 1.958517], [0.843182, 2.460981, 0.115854], [-0.719174, 3.248594, 0.296140], [0.308237, 2.973319, 1.720770], [-1.487953, 0.509287, -2.850314], [-2.072965, 0.670666, -4.259815], [-0.389460, 0.465923, -2.892745], [-1.753309, 1.372148, -2.226382], [-1.882459, -0.185490, -4.917010], [-3.150414, 0.867009, -4.253045], [-1.597240, 1.533496, -4.741956], [-3.866691, -0.848340, -2.039778], [-4.643293, -2.158082, -1.974217], [-4.087110, -0.319394, -2.979226], [-4.184650, -0.174890, -1.229904], [-4.727071, -2.651069, -2.950866], [-4.215933, -2.870572, -1.259505], [-5.670277, -1.943611, -1.659224], [-1.686497, -2.285669, -3.116178], [-0.428728, -3.026956, -2.717419], [-1.558797, -1.791199, -4.096325], [-2.559713, -2.954381, -3.167092], [-0.609835, -4.088972, -2.542076], [0.320035, -2.922965, -3.519582], [0.035253, -2.620056, -1.797826], [2.385610, -0.758414, 1.318700], [1.452540, -0.902506, -0.271926], [2.266424, 0.519493, -1.110119], [1.757149, -0.258045, 2.070390], [3.297002, -0.187989, 1.079030], [2.675292, -1.748470, 1.676697], [3.104755, 0.813849, -0.471635], [2.645100, 0.132621, -2.067652], [1.558064, 1.344282, -1.271981]], "forces_ev_per_angstrom": [[-0.057, -0.429, -0.210], [-0.133, 0.947, 0.395], [-0.334, 0.082, -0.176], [-0.378, -0.209, -0.917], [0.480, -0.851, -0.553], [0.162, 1.435, 0.930], [-0.579, -1.355, 0.830], [-0.261, -0.660, 0.831], [0.126, -0.386, 3.372], [0.430, -1.096, 0.566], [-0.155, -0.045, -0.204], [0.263, 0.152, 0.226], [0.331, -0.339, 0.006], [-0.820, -0.704, -2.731], [-0.428, 0.063, -0.113], [-0.039, 0.373, 0.084], [0.543, 0.701, 1.814], [-0.435, 0.156, 0.427], [0.541, -0.489, 0.267], [-0.053, 0.032, 0.088], [0.192, -0.159, -0.093], [-0.359, 0.211, 0.203], [-0.141, -0.084, 0.026], [0.238, -0.136, 0.338], [-0.129, 0.322, 0.202], [0.115, -0.253, 0.127], [0.071, -0.050, -0.016], [-0.509, -0.324, -1.382], [0.025, 1.242, -0.243], [-0.255, 0.382, 0.228], [-0.188, -0.127, -0.265], [-0.167, -0.111, -0.390], [-0.047, -0.072, -0.313], [-0.164, -0.272, 0.212], [0.455, 0.151, -0.036], [-0.342, -0.625, -1.065], [-0.430, 0.278, -0.160], [0.379, 0.419, -0.026], [-0.179, 0.146, 0.213], [0.352, 0.174, 0.016], [0.199, -0.175, -0.397], [-0.103, -0.237, 0.170], [0.253, -0.422, -1.834], [0.046, 0.375, 0.155], [-0.051, 1.584, 0.699], [-0.508, 0.074, -0.394], [-0.308, -0.143, 0.321], [0.181, -0.182, 0.117], [-0.143, -0.055, -0.254], [0.016, 0.199, 0.111], [0.114, 0.392, -0.208], [-0.213, 0.008, 0.038], [0.120, 0.165, -0.152], [-0.062, 0.244, 0.235], [0.261, -0.043, 0.009], [-0.124, -0.147, 0.111], [-0.213, 0.774, -0.038], [-0.394, -0.132, 0.084], [-0.043, -0.220, 0.355], [-0.157, -0.048, -0.388], [0.199, 0.133, 0.280], [-0.047, 0.026, -0.073], [0.151, -0.126, -0.018], [-0.269, -0.053, -0.120], [1.138, -0.185, -0.484], [-0.267, -0.495, 0.512], [0.382, 0.258, -0.086], [0.106, 0.205, -0.095], [-0.153, -0.249, 0.343], [-0.188, -0.306, -0.531], [-0.115, -0.136, -0.097], [2.579, 0.562, -0.620], [-0.328, -0.151, -0.234], [0.467, -0.109, -0.127], [-0.500, -0.300, 0.403], [-0.147, 0.167, -0.040], [-0.261, 0.228, -0.470], [-0.170, 0.312, 0.316], [0.433, -0.282, -0.104]], "mulliken_spin": [-0.01, 0.00, -0.01, 0.03, 0.00, 0.00, 0.02, 0.90, 0.62, -0.01, -0.03, 0.05, 0.02, -0.01, 0.01, -0.01, 0.00, 0.01, 0.00, 0.00, 0.00, 0.00, 0.00, -0.09, 0.00, 0.00, 0.00, 0.04, 0.05, 0.01, -0.01, 0.04, 0.00, 0.00, 0.00, 0.15, 0.02, 0.04, -0.01, 0.00, 0.00, -0.01, 0.15, 0.04, -0.06, -0.01, 0.00, -0.01, 0.00, 0.00, 0.00, 0.00, 0.01, 0.00, 0.00, 0.00, 0.00, 0.00, 0.00, 0.01, 0.00, 0.00, 0.00, -0.01, 0.03, 0.00, 0.00, 0.01, 0.00, -0.01, 0.02, -0.01, 0.01, 0.00, 0.00, 0.00, 0.00, 0.00, 0.00], "gap_ev": [6.82, 2.49], "spin_multiplicity": 3, "charge": 2}

# 2
{"formula": "C27H46Cl4F4IN4O5S2", "method": "wB97M-V/def2-TZVPD", "symbols": ["C", "C", "C", "N", "C", "C", "C", "Cl", "C", "S", "S", "C", "C", "C", "C", "F", "C", "F", "F", "O", "C", "Cl", "C", "Cl", "C", "C", "Cl", "C", "I", "C", "O", "N", "C", "O", "F", "H", "H", "H", "H", "H", "H", "H", "H", "H", "H", "H", "H", "H", "H", "H", "H", "H", "H", "H", "H", "H", "H", "H", "H", "C", "C", "C", "O", "C", "N", "H", "H", "H", "H", "H", "H", "H", "H", "H", "H", "H", "C", "C", "C", "O", "C", "N", "H", "H", "H", "H", "H", "H", "H", "H", "H", "H", "H"], "coordinates": [[-3.164736, 3.924680, -2.060203], [-2.646866, 2.484449, -2.133723], [-3.743454, 1.424208, -2.375386], [-4.239408, 0.606412, -1.221050], [-4.484264, 1.553904, -0.039393], [-3.354179, 1.903415, 0.910447], [-4.017591, 2.676240, 2.082784], [-3.266853, 4.294911, 2.253716], [-5.709479, 0.107698, -1.576303], [-6.003923, -0.394056, -3.330451], [-6.979036, 1.453115, -1.379315], [-6.108154, -1.146946, -0.763483], [-7.573554, -1.197429, -0.318463], [-7.866484, -0.481898, 1.010559], [-9.305790, -0.077135, 1.144886], [-9.915433, -0.510128, 2.279695], [-10.037247, 0.601133, 0.211596], [-11.059099, 0.061084, -0.441967], [-9.840704, 1.862278, -0.143021], [-5.354013, -1.320178, 0.410639], [-3.980386, -1.542668, 0.265260], [-3.999347, -3.327353, -0.140044], [-3.428348, -1.454402, 1.684223], [-4.398123, -0.511286, 2.782201], [-2.350610, -2.066183, 2.183767], [-1.425643, -2.940836, 1.400872], [-1.903913, -1.898647, 3.819643], [-3.341023, -0.581808, -0.877900], [-3.125584, -1.952190, -2.635829], [-1.793052, -0.202942, -0.791177], [-1.189359, -0.033704, -1.800969], [-1.055448, -0.110158, 0.478245], [-0.355714, 1.116003, 0.671004], [-0.520825, 1.853603, 1.568057], [0.593506, 1.353995, -0.220035], [-3.562536, 4.168976, -1.077174], [-2.360664, 4.610708, -2.298378], [-3.959131, 4.069632, -2.789418], [-2.016748, 2.470079, -3.020490], [-1.962319, 2.281780, -1.322575], [-4.560169, 2.005571, -2.786387], [-3.407826, 0.798273, -3.191018], [-5.256743, 1.152496, 0.600556], [-4.772001, 2.516468, -0.432949], [-2.829423, 1.084228, 1.379858], [-2.635566, 2.610440, 0.526960], [-3.849954, 2.179843, 3.024845], [-5.069700, 2.871851, 1.906526], [-6.101535, 0.790729, -3.940076], [-6.782617, 2.139694, -2.508535], [-6.031389, -2.001580, -1.438516], [-8.259655, -0.957544, -1.120233], [-7.728662, -2.259893, -0.124804], [-7.621378, -1.120262, 1.852059], [-7.216531, 0.394164, 1.124342], [-0.391427, -2.799768, 1.702422], [-1.470407, -2.726785, 0.337496], [-1.683137, -3.985808, 1.545786], [-0.319946, -0.811326, 0.378596], [5.800350, 2.001871, -1.453948], [4.605272, 1.990602, -0.505871], [4.781204, 1.068713, 0.708779], [4.630564, -0.310370, 0.438697], [5.772885, -0.941032, -0.123173], [3.396187, 1.659352, -1.266905], [5.829246, 1.115742, -2.086932], [5.743598, 2.865390, -2.115897], [6.741614, 2.061771, -0.904845], [4.490317, 3.006530, -0.116681], [3.991251, 1.307693, 1.427284], [5.737135, 1.258264, 1.214570], [6.702431, -0.524034, 0.266447], [5.761285, -0.870664, -1.213761], [5.731129, -1.997422, 0.140796], [2.592190, 1.755649, -0.658443], [3.432980, 0.663687, -1.470229], [11.252153, -3.362880, 1.574909], [10.421889, -3.255978, 0.299471], [10.030767, -1.818503, -0.069068], [8.985729, -1.266030, 0.710626], [9.377018, -0.767085, 1.977343], [9.251779, -4.130966, 0.422391], [10.640818, -3.265000, 2.471475], [11.736121, -4.337347, 1.624367], [12.032026, -2.599718, 1.605504], [11.037212, -3.634042, -0.521827], [9.649710, -1.827046, -1.093742], [10.904039, -1.153346, -0.062201], [10.377044, -0.326808, 1.945928], [9.339664, -1.547085, 2.740661], [8.663173, 0.007086, 2.260688], [8.756023, -4.152692, -0.464266], [8.598796, -3.683449, 1.060077]], "forces_ev_per_angstrom": [[-0.174, -0.455, 0.330], [0.042, 0.503, -0.358], [1.167, 0.930, -0.660], [-0.838, 0.055, 0.487], [1.269, 0.299, 1.051], [-0.116, 0.327, 0.871], [0.486, 0.474, -0.332], [-0.069, 0.048, -0.011], [-1.176, 0.982, -1.706], [0.503, -0.681, 0.101], [0.131, 0.085, 0.747], [-0.808, -0.126, -0.132], [0.256, -0.894, 0.685], [0.108, 1.558, 0.039], [0.317, 0.852, 0.032], [-0.481, -1.376, -0.967], [-0.181, -0.755, 0.631], [-0.760, 0.928, 1.013], [0.743, -0.691, -1.120], [0.507, 1.327, -0.456], [-0.958, -0.467, 0.580], [0.251, -0.199, 0.495], [0.073, 0.314, 0.750], [-0.070, -0.071, -0.073], [-0.039, -0.116, -0.637], [0.168, 0.145, -0.222], [0.017, 0.023, 0.230], [0.550, -1.904, -0.584], [0.070, 0.537, -0.632], [0.492, 0.658, 0.374], [-0.184, 0.257, -0.205], [-0.433, -0.327, -0.423], [0.028, 0.260, 0.571], [-0.202, 0.244, 0.368], [0.114, -0.268, -0.564], [0.007, 0.196, 0.099], [0.064, 0.172, 0.089], [-0.055, 0.123, -0.122], [0.078, -0.380, -0.105], [-0.013, -0.100, 0.139], [-0.537, -0.232, 0.353], [-0.090, -0.634, 0.280], [-0.298, -0.340, -0.342], [-0.503, -0.176, -0.432], [0.022, -0.345, -0.295], [0.146, -0.148, -0.476], [-0.192, -0.142, 0.141], [-0.184, -0.149, 0.150], [-0.104, 0.166, 0.227], [0.166, -0.142, -0.110], [0.626, -0.144, 0.035], [0.058, 0.317, -0.144], [-0.146, -0.113, -0.071], [-0.024, -0.068, 0.128], [0.108, 0.016, 0.053], [0.045, 0.041, 0.286], [-0.117, -0.167, -0.158], [0.012, -0.140, 0.032], [-0.034, -0.131, 0.021], [0.084, 0.131, -0.006], [0.163, -0.219, -0.217], [-0.110, 0.150, 0.203], [0.039, -0.010, -0.028], [-0.159, -0.097, -0.040], [-0.033, -0.013, 0.159], [-0.024, -0.048, 0.045], [-0.046, -0.009, -0.016], [0.002, -0.025, 0.003], [-0.050, -0.024, 0.074], [-0.021, -0.035, -0.004], [0.056, -0.011, -0.097], [0.021, 0.021, -0.043], [0.127, 0.046, 0.000], [-0.026, 0.015, 0.072], [0.069, 0.144, -0.046], [0.052, 0.013, -0.116], [0.150, -0.033, -0.012], [-0.098, 0.031, 0.319], [0.038, -0.040, -0.299], [0.121, 0.050, 0.076], [-0.215, -0.012, 0.009], [-0.065, 0.140, -0.184], [-0.048, 0.036, -0.023], [-0.042, -0.028, -0.005], [-0.008, 0.011, 0.006], [-0.037, 0.048, -0.065], [-0.064, 0.014, 0.018], [0.029, -0.033, 0.108], [0.028, -0.037, 0.004], [0.129, 0.021, 0.033], [0.001, 0.023, -0.048], [0.059, -0.114, -0.030], [0.036, -0.064, 0.096]], "mulliken_charge": [-1.41, -0.39, -0.14, 1.69, -0.47, -0.80, -0.70, -0.19, 0.67, 0.00, -0.07, -1.32, -1.56, 0.25, 0.10, -0.29, 0.16, -0.22, -0.19, -0.43, 1.31, -0.06, -0.46, -0.10, 1.12, -1.57, -0.16, -2.20, 0.39, -0.10, -0.29, 0.47, 0.22, -0.39, -0.27, 0.27, 0.44, 0.36, 0.54, -0.21, 0.57, 0.27, 0.18, 0.29, 0.00, 0.60, 0.43, 0.29, 0.26, 0.26, 0.72, 0.46, 0.59, 0.44, 0.01, 0.45, 0.40, 0.32, 0.41, -1.48, 0.46, -0.64, -0.41, -0.62, -0.68, 0.27, 0.39, 0.34, 0.41, 0.35, 0.34, 0.28, 0.25, 0.27, 0.22, 0.34, -1.39, 0.32, -0.80, -0.22, -0.75, -0.72, 0.29, 0.35, 0.34, 0.41, 0.35, 0.40, 0.34, 0.26, 0.23, 0.27, 0.31], "gap_ev": 6.19, "charge": 1}

Number 1: total energy -152785.8758 eV. Number 2: total energy -135658.6115 eV.